1.
{
  "formula": "C15H20N2O",
  "method": "wB97M-V/def2-TZVPD",
  "symbols": ["C", "C", "C", "C", "C", "C", "C", "H", "H", "H", "O", "C", "C", "C", "C", "H", "H", "C", "N", "C", "N", "C", "C", "H", "H", "H", "H", "H", "H", "H", "H", "H", "H", "H", "H", "H", "H", "H"],
  "xyz": [[2.9576, -1.0330, 2.7640], [2.4878, -0.8608, 1.2387], [1.2315, -1.3367, 0.7666], [0.9047, -1.1377, -0.4475], [1.8361, -0.4278, -1.3885], [3.1138, -0.2307, -0.8878], [3.5151, -0.3858, 0.5454], [4.5366, 0.0199, 0.5110], [3.8359, 0.1817, -1.8057], [1.4869, -0.5236, -2.4064], [-0.2676, -1.7861, -0.7907], [-0.8134, -1.2077, -1.9878], [-2.4446, -1.1800, -1.6988], [-3.0622, -0.8412, -0.4931], [-3.4920, 0.7676, -0.6917], [-4.2456, 0.6567, -1.2958], [-4.1228, 1.0528, 0.4374], [-2.4660, 1.7215, -0.7955], [-1.4528, 1.6955, -0.1038], [-1.4224, 1.3857, 1.4375], [-0.1627, 1.6561, 1.8757], [0.6784, 1.7281, 0.9995], [-0.0819, 1.8709, -0.2906], [0.2548, 2.0638, -1.1454], [1.7474, 2.0737, 0.8098], [-2.3863, 1.2733, 1.8675], [-2.0753, 1.7378, -1.7874], [-2.9690, 2.6281, -1.0139], [-2.2364, -0.8538, 0.4487], [-3.9357, -1.3661, -0.0584], [-2.6131, -2.5230, -1.7858], [-2.8900, -0.9236, -2.6839], [-0.6173, -1.7926, -2.7616], [-0.6920, -0.0118, -1.9863], [0.7075, -1.6772, 1.6623], [4.0491, -0.9615, 2.7284], [2.5004, -0.1563, 3.1610], [2.7257, -2.1559, 3.2962]],
  "nbo_charge": [-0.627, 0.062, -0.320, 0.336, -0.329, -0.156, -0.316, 0.251, 0.206, 0.224, -0.509, -0.059, -0.413, -0.451, -0.321, 0.209, 0.149, -0.271, -0.330, 0.070, -0.443, -0.052, -0.021, 0.168, 0.224, 0.207, 0.196, 0.210, 0.231, 0.237, 0.175, 0.212, 0.182, 0.182, 0.241, 0.211, 0.226, 0.210],
  "molar_mass_g_mol": 244.3,
  "total_charge": 0,
  "e_lumo_ha": 0.0229,
  "relative_energy_kj_mol": 1298.6
}

=====

2.
{
  "formula": "C10H40O10",
  "method": "wB97M-V/def2-TZVPD",
  "symbols": ["C", "O", "H", "H", "H", "H", "C", "O", "H", "H", "H", "H", "C", "O", "H", "H", "H", "H", "C", "O", "H", "H", "H", "H", "C", "O", "H", "H", "H", "H", "C", "O", "H", "H", "H", "H", "C", "O", "H", "H", "H", "H", "C", "O", "H", "H", "H", "H", "C", "O", "H", "H", "H", "H", "C", "O", "H", "H", "H", "H"],
  "xyz": [[4.7365, 2.2426, -3.3675], [4.2484, 1.0950, -2.7037], [4.4157, 2.2789, -4.4177], [4.4116, 3.1670, -2.8740], [5.8243, 2.2032, -3.3605], [3.3587, 0.9132, -3.0368], [0.3983, -0.9940, 4.4012], [-0.9569, -1.4510, 4.3960], [0.4624, 0.0783, 4.5944], [0.9932, -1.5317, 5.1435], [0.8120, -1.1828, 3.4157], [-1.2890, -1.4684, 5.2964], [-3.6038, 1.7761, 0.1956], [-2.8847, 2.8326, 0.8362], [-4.3010, 2.1924, -0.5308], [-2.9015, 1.0878, -0.2740], [-4.1639, 1.1933, 0.9300], [-3.1930, 2.9441, 1.7366], [-0.9713, 4.0098, -1.9518], [-0.8077, 4.1544, -0.5536], [-0.1218, 4.4887, -2.4471], [-0.9867, 2.9595, -2.2613], [-1.8712, 4.5188, -2.3284], [-1.5499, 3.7083, -0.1131], [0.4422, 0.3618, -4.1792], [1.6636, 1.0634, -3.9451], [0.1224, 0.4064, -5.2257], [0.5910, -0.6639, -3.8632], [-0.3899, 0.7818, -3.5995], [1.6077, 1.9498, -4.3136], [-3.4873, -1.5419, 1.9272], [-2.1413, -1.1389, 1.9523], [-3.8991, -1.2287, 0.9698], [-3.5594, -2.6340, 1.9795], [-4.0571, -1.0856, 2.7403], [-1.7577, -1.3016, 2.8404], [0.1029, 2.4615, 2.2774], [1.1710, 1.5316, 2.1821], [0.3315, 3.1560, 3.0837], [-0.0369, 3.0343, 1.3507], [-0.8575, 1.9669, 2.5030], [0.8889, 0.8305, 1.5705], [2.5569, -3.2706, -1.1303], [2.7861, -4.6411, -1.3995], [2.9166, -2.9524, -0.1459], [3.1026, -2.6718, -1.8639], [1.5000, -2.9941, -1.1812], [1.9673, -5.1212, -1.2633], [0.3303, 0.0062, -0.7045], [0.2154, -0.6423, 0.5600], [1.3739, 0.2430, -0.8887], [-0.0034, -0.6979, -1.4747], [-0.2790, 0.9140, -0.7383], [-0.7268, -0.7503, 0.7911], [-0.5428, -4.0921, 1.3208], [0.2430, -5.0384, 2.0320], [-0.0277, -3.7196, 0.4262], [-1.4668, -4.5640, 0.9661], [-0.7442, -3.2506, 1.9696], [0.0048, -5.9222, 1.7486]],
  "nbo_charge": [-0.246, -0.741, 0.152, 0.157, 0.179, 0.490, -0.255, -0.758, 0.183, 0.172, 0.205, 0.482, -0.248, -0.751, 0.175, 0.178, 0.176, 0.487, -0.246, -0.744, 0.178, 0.146, 0.158, 0.494, -0.245, -0.746, 0.171, 0.191, 0.162, 0.478, -0.241, -0.787, 0.174, 0.168, 0.165, 0.514, -0.259, -0.751, 0.172, 0.185, 0.143, 0.487, -0.250, -0.722, 0.173, 0.178, 0.157, 0.464, -0.262, -0.769, 0.203, 0.157, 0.167, 0.505, -0.245, -0.725, 0.159, 0.155, 0.189, 0.464],
  "molar_mass_g_mol": 320.4,
  "smiles": "CO.CO.CO.CO.CO.CO.CO.CO.CO.CO",
  "total_charge": 0,
  "e_lumo_ha": 0.0115,
  "relative_energy_kj_mol": 344.0
}

=====

3.
{
  "formula": "C3H5NO",
  "method": "wB97M-V/def2-TZVPD",
  "symbols": ["O", "C", "C", "N", "C", "H", "H", "H", "H", "H"],
  "xyz": [[-2.2043, -0.0192, -0.1050], [-1.0183, -0.0300, -0.0427], [0.0446, 1.0821, -0.0443], [1.0355, 0.0167, -0.2672], [0.0915, -1.0890, -0.0490], [-0.0690, 1.8172, -0.8643], [0.0926, 1.6336, 0.9068], [1.8283, 0.0236, 0.3709], [0.1641, -1.5844, 0.9314], [0.0350, -1.8506, -0.8367]],
  "nbo_charge": [-0.498, 0.602, -0.345, -0.615, -0.342, 0.213, 0.204, 0.364, 0.203, 0.214],
  "molar_mass_g_mol": 71.1,
  "smiles": "O=C1CNC1",
  "total_charge": 0,
  "e_lumo_ha": 0.0340,
  "relative_energy_kj_mol": 124.6
}

=====

4.
{
  "formula": "C14H2Cl5CoN2OS2",
  "method": "wB97M-V/def2-TZVPD",
  "symbols": ["Co", "S", "C", "C", "C", "C", "N", "C", "C", "C", "S", "C", "N", "H", "H", "Cl", "C", "C", "Cl", "C", "Cl", "C", "O", "C", "Cl", "C", "Cl"],
  "xyz": [[-0.1616, 0.0025, 0.5003], [-0.8896, 1.9707, -0.2279], [-0.9103, 2.7894, 1.3208], [-1.7315, 3.8940, 1.5285], [-1.7285, 4.5767, 2.7373], [-2.5990, 5.7125, 2.9049], [-3.3064, 6.6119, 3.0193], [-0.8830, 4.1481, 3.7682], [-0.0631, 3.0455, 3.5670], [-0.0657, 2.3547, 2.3602], [0.9801, 0.9592, 2.1258], [-0.8507, 4.8287, 5.0373], [-0.8053, 5.3599, 6.0564], [-2.3874, 4.2244, 0.7340], [0.5845, 2.7159, 4.3689], [-1.9545, -6.3765, 2.9453], [-1.9311, -4.7635, 2.3272], [-0.7765, -4.2437, 1.7611], [0.6549, -5.1997, 1.6373], [-0.7798, -2.9438, 1.2848], [0.6420, -2.2530, 0.5395], [-1.8907, -2.0828, 1.3368], [-1.8621, -0.8751, 0.9083], [-3.0602, -2.6559, 1.9058], [-4.4577, -1.6552, 1.9752], [-3.0710, -3.9513, 2.3882], [-4.5191, -4.5909, 3.0819]],
  "nbo_charge": [0.929, -0.268, -0.160, -0.179, -0.171, 0.291, -0.334, -0.115, -0.186, -0.169, -0.289, 0.294, -0.341, 0.230, 0.227, 0.027, -0.143, -0.087, 0.036, -0.082, 0.034, 0.317, -0.759, -0.129, 0.046, -0.055, 0.036],
  "molar_mass_g_mol": 514.5,
  "spin_multiplicity": 2,
  "total_charge": -1,
  "e_lumo_ha": [0.0748, 0.0793]
}